Formula: C7H15AgCl6O
Source: the Open Molecules 2025 dataset
Level of theory: ωB97M-V/def2-TZVPD

Geometry as XYZ:
```
30
Properties=species:S:1:pos:R:3:mulliken_charge:R:1
Ag 0.433 2.264 1.226 0.734
C 0.882 -0.242 -1.036 -0.528
O 0.068 0.404 -0.146 -0.098
H 1.711 -0.721 -0.493 0.250
H 0.354 -0.978 -1.648 0.248
H 1.322 0.517 -1.708 0.314
Cl 2.969 2.573 -0.186 -0.181
C 4.307 1.418 -0.468 -0.398
C 4.584 0.517 0.725 -0.354
Cl 4.724 1.403 2.244 -0.147
H 5.186 2.007 -0.709 0.400
H 4.026 0.787 -1.308 0.295
H 5.538 0.031 0.533 0.356
H 3.806 -0.232 0.849 0.152
Cl -0.458 -2.877 2.093 -0.167
C -1.498 -1.440 2.073 0.095
C -2.436 -1.405 3.251 -0.439
Cl -1.594 -0.979 4.748 -0.170
H -2.063 -1.438 1.142 0.053
H -0.813 -0.594 2.101 -0.049
H -2.884 -2.391 3.376 0.341
H -3.268 -0.723 3.083 0.319
Cl -2.710 -1.815 -1.921 -0.181
C -2.869 -0.049 -1.832 -0.214
C -3.386 0.542 -3.127 -0.463
Cl -3.354 2.316 -2.930 -0.196
H -1.868 0.326 -1.638 -0.014
H -3.517 0.266 -1.017 0.372
H -4.418 0.252 -3.300 0.336
H -2.772 0.261 -3.977 0.335
```

Calculated values
gap between HOMO and LUMO (alpha / beta) = 7.74 / 6.58 eV
total charge = +1
energy = -88674.3009 eV
ΔE to the lowest compared entry with this formula, charge and spin = 6.4 kJ/mol
LUMO level (alpha / beta) = -5.6 / -6.7 eV
HOMO (alpha / beta) = -13.296 / -13.296 eV
spin multiplicity = 2

=====

Formula: C7H15Cl2InN
Source: the Open Molecules 2025 dataset
Level of theory: ωB97M-V/def2-TZVPD

Geometry as XYZ:
```
26
Properties=species:S:1:pos:R:3:mulliken_charge:R:1
In -1.816 0.119 0.554 0.757
Cl -2.015 2.150 -0.703 -0.617
Cl -3.523 -0.702 2.128 -0.650
C -2.018 -1.409 -0.697 -1.123
H -2.135 -2.413 -0.282 0.361
H -2.245 -1.263 -1.759 0.284
C 0.409 -0.753 0.685 -0.845
C -0.196 -1.061 -0.512 0.472
H 0.162 -1.379 1.554 0.430
C 0.277 -0.273 -1.776 -0.574
H 0.013 -2.134 -0.722 0.294
C 1.799 -0.140 -1.780 -0.840
H -0.079 -0.785 -2.680 0.317
H -0.181 0.725 -1.774 0.146
C 2.302 0.545 -0.512 -0.546
H 2.232 -1.146 -1.856 0.334
H 2.124 0.433 -2.657 0.377
C 1.703 -0.011 0.808 -0.625
H 3.394 0.463 -0.464 0.270
H 2.069 1.619 -0.561 0.276
H 2.448 -0.689 1.256 0.337
H 1.614 0.821 1.524 0.111
N -1.551 1.650 2.364 -0.680
H -2.528 1.960 2.448 0.268
H -0.968 2.457 2.163 0.234
H -1.291 1.215 3.253 0.231
```

Calculated values
gap between HOMO and LUMO = 5.32 eV
total charge = -1
energy = -39211.6250 eV
ΔE to the lowest compared entry with this formula, charge and spin = 0.0 kJ/mol
LUMO level = 2.9 eV
HOMO = -2.397 eV

=====

Formula: C7H15ClLiNO5
Source: the Open Molecules 2025 dataset
Level of theory: ωB97M-V/def2-TZVPD

Geometry as XYZ:
```
30
Properties=species:S:1:pos:R:3:mulliken_charge:R:1
Li 1.910 1.266 3.711 0.606
Cl 5.498 -0.808 4.419 -0.980
C 0.244 3.962 6.578 0.616
O -0.313 2.891 6.459 -0.720
O 1.203 4.303 5.843 -0.726
O 0.061 4.611 7.610 -0.780
C -3.038 -1.814 -0.995 -0.868
O -2.718 -2.020 0.289 -0.411
C -1.668 -1.212 0.746 -0.394
C -0.421 -1.726 0.036 -0.581
N 0.330 -0.575 -0.421 -0.340
C -0.406 0.339 -1.415 -0.290
C 0.573 0.684 -2.601 -0.587
O 1.606 -0.323 -2.754 -0.328
C 2.473 -0.100 -3.906 -0.742
H -2.497 -2.350 -1.775 0.337
H -3.286 -0.807 -1.329 0.331
H -4.081 -2.130 -1.031 0.334
H -1.585 -1.366 1.822 0.293
H -1.935 -0.165 0.599 0.335
H -0.672 -2.508 -0.680 0.320
H 0.254 -2.295 0.675 0.393
H 1.189 -1.032 -0.693 0.286
H -0.866 1.161 -0.866 0.275
H -1.279 -0.190 -1.799 0.048
H 1.235 1.501 -2.317 0.343
H 0.179 0.924 -3.589 0.394
H 2.812 0.934 -3.954 0.301
H 1.943 -0.300 -4.837 0.289
H 3.255 -0.855 -3.827 0.247
```

Calculated values
gap between HOMO and LUMO = 2.10 eV
total charge = -2
energy = -31952.2376 eV
ΔE to the lowest compared entry with this formula, charge and spin = 621.1 kJ/mol
LUMO level = 3.4 eV
HOMO = 1.324 eV

=====

Question: Which of these has the lowest energy?
Answer: C7H15AgCl6O